Record 1
C23H31NO3 in the gas phase. Source: OMol25; level of theory: ωB97M-V/def2-TZVPD.

Properties
Gap between HOMO and LUMO ... 9.05 eV
SMILES string ... COc1ccc(CC2(CO)CCN([C@H](C)COc3ccccc3)CC2)cc1
Relative energy (zero: lowest compared OMol25 entry of this formula, charge and spin) ... 28.8 kJ/mol
E_HOMO ... -0.303 hartree

Geometry as ORCA input:
```
! wB97M-V def2-TZVPD RIJCOSX def2/J DEFGRID3
* xyz 0 1
C 7.23119 1.88717 1.80344
H 6.48116 2.07802 2.57796
O 6.68124 1.99445 0.51377
C 5.66508 1.15547 0.16794
C 5.15841 1.31153 -1.12279
C 4.12761 0.51252 -1.56974
C 3.56201 -0.46352 -0.74954
C 4.08821 -0.62297 0.52511
C 5.12181 0.17375 0.98845
H 5.49790 0.01244 1.98640
H 3.69246 -1.39051 1.17305
C 2.43228 -1.32180 -1.24134
H 2.57094 -2.33984 -0.86981
H 2.46531 -1.35794 -2.33329
C 1.01476 -0.85038 -0.82380
C 0.00676 -1.77395 -1.52635
C -1.42054 -1.62064 -1.00355
N -1.44474 -1.84303 0.42702
C -0.64315 -0.83515 1.09718
C 0.81924 -0.99414 0.68913
H 1.41305 -0.24404 1.21256
H 1.15313 -1.98749 0.99467
H -0.72632 -0.98823 2.17589
H -0.98522 0.18449 0.87261
C -2.75494 -2.07485 1.00537
C -3.19200 -3.52016 0.75149
H -4.07995 -3.75459 1.33267
H -2.39097 -4.19271 1.04260
H -3.41638 -3.68410 -0.29922
C -3.86876 -1.11667 0.53435
O -3.45986 0.20965 0.78147
C -4.25652 1.23445 0.37136
C -3.73888 2.51675 0.56421
C -4.46603 3.62518 0.18569
C -5.71812 3.47759 -0.39197
C -6.23140 2.20930 -0.58472
C -5.51126 1.08672 -0.20848
H -5.93813 0.10857 -0.36772
H -7.20600 2.08218 -1.03345
H -6.28685 4.34565 -0.68884
H -4.05348 4.61119 0.33981
H -2.76219 2.61355 1.01215
H -4.06461 -1.26399 -0.53631
H -4.78991 -1.34440 1.08941
H -2.64255 -1.93601 2.08605
H -2.04878 -2.36947 -1.49130
H -1.80892 -0.62297 -1.27000
H 0.31490 -2.80787 -1.35977
H 0.01592 -1.58405 -2.60227
C 0.78774 0.61091 -1.27130
O 1.36928 1.58046 -0.43850
H 2.32661 1.45365 -0.44073
H -0.27865 0.84262 -1.26156
H 1.14511 0.72482 -2.30626
H 3.75844 0.64432 -2.57697
H 5.59646 2.06453 -1.75840
H 7.68230 0.90305 1.96829
H 8.00580 2.65047 1.85788
*
```

The molecule's natural (NBO) atomic charges, reported in e, are given here: C -0.252; H 0.176; O -0.491; C 0.298; C -0.252; C -0.211; C -0.081; C -0.129; C -0.319; H 0.219; H 0.206; C -0.408; H 0.213; H 0.209; C -0.060; C -0.392; C -0.225; N -0.467; C -0.203; C -0.413; H 0.226; H 0.199; H 0.198; H 0.182; C -0.045; C -0.612; H 0.208; H 0.226; H 0.200; C -0.087; O -0.526; C 0.389; C -0.283; C -0.188; C -0.248; C -0.187; C -0.333; H 0.218; H 0.212; H 0.212; H 0.214; H 0.225; H 0.174; H 0.180; H 0.201; H 0.201; H 0.167; H 0.209; H 0.205; C -0.069; O -0.726; H 0.479; H 0.185; H 0.157; H 0.216; H 0.227; H 0.175; H 0.201

---

Record 2
A molecular structure, C23H32BBr45ClGaIO4 in a non-equilibrium geometry. Source: OMol25; level of theory: ωB97M-V/def2-TZVPD.

Properties
Gap between HOMO and LUMO ... 6.00 eV
E_HOMO ... -0.194 hartree

Geometry as ORCA input:
```
! wB97M-V def2-TZVPD RIJCOSX def2/J DEFGRID3
* xyz -1 1
O -1.89246 -2.97122 -1.26286
C -2.28727 -1.81204 -0.67544
O -3.73125 -1.53014 -0.68880
C -1.12981 -0.86258 0.03436
C -1.91458 0.40545 0.75581
C -0.90579 1.66602 1.03694
Ga -0.56075 2.04608 3.06436
I 1.45913 3.79140 3.08155
C 0.16498 0.39128 4.10449
C -0.95616 -0.76017 4.41565
C -1.96032 -0.44813 5.66918
Cl -1.47151 0.97467 6.74814
C -2.12950 3.01876 3.99602
B -3.59031 2.27613 3.86738
O -4.18032 1.68921 2.64848
O -4.43313 2.22713 5.10324
H -4.19588 -2.43282 -0.65458
H -0.63264 -1.53555 0.88147
H -0.31374 -0.48135 -0.74465
H -2.72354 0.79742 -0.02991
H -2.44492 -0.02648 1.71348
H -1.35520 2.67642 0.60257
H 0.11176 1.47564 0.47374
H 0.77679 0.76268 5.03061
H 0.96324 -0.11192 3.37276
H -0.36868 -1.75961 4.69671
H -1.56923 -1.04177 3.43280
H -3.06321 -0.35470 5.26865
H -1.96027 -1.41482 6.37011
H -1.93589 3.27073 5.14326
H -2.23533 4.07560 3.46191
H -4.54759 2.39847 2.03158
H -4.18809 3.06797 5.61138
C 0.30860 7.97199 0.90184
Br 2.24793 8.09431 0.81019
Br -0.40282 6.74298 -0.42766
Br -0.30507 7.53327 2.69489
H -0.08609 8.96504 0.66287
C -6.74837 -4.75706 -1.06169
Br -4.80699 -4.87972 -1.08029
Br -7.42195 -4.20146 0.67664
Br -7.41564 -3.62147 -2.49323
H -7.13425 -5.76494 -1.24687
C 0.91531 9.56122 -3.72347
Br 1.49188 7.74204 -3.34597
Br -0.99629 9.65731 -4.07094
Br 1.45976 10.79815 -2.32430
H 1.42330 9.87360 -4.64183
C -2.06450 -4.59349 4.03212
Br -0.12312 -4.71615 4.01352
Br -2.73808 -4.03789 5.77045
Br -2.73177 -3.45790 2.60059
H -2.45038 -5.60137 3.84694
C 0.85681 -3.26970 -3.51484
Br -0.54613 -3.54465 -4.83412
Br 1.39120 -4.93755 -2.66815
Br 2.37898 -2.31830 -4.26450
H 0.43683 -2.63265 -2.72947
C -8.28462 -0.08205 1.50282
Br -8.16924 -0.71810 -0.33198
Br -9.02023 -1.43384 2.69265
Br -6.57672 0.59396 2.14331
H -8.98351 0.76090 1.50569
C -3.58058 -0.80733 -4.39095
Br -3.27718 -0.89926 -2.47161
Br -5.04767 0.39030 -4.83534
Br -1.95609 -0.35249 -5.35959
H -3.87667 -1.81008 -4.71628
C 6.00147 9.35315 0.13909
Br 7.94080 9.47546 0.04744
Br 5.29005 8.12413 -1.19041
Br 5.38780 8.91442 1.93215
H 5.60678 10.34619 -0.09988
C 5.94247 3.31806 3.59862
Br 5.65996 5.23996 3.49447
Br 4.91039 2.51160 5.03688
Br 5.61175 2.44433 1.89236
H 6.99969 3.16275 3.83775
C 6.14126 -1.51098 -4.00052
Br 6.89694 -1.11817 -5.74952
Br 7.46424 -2.27276 -2.79487
Br 5.26500 0.04301 -3.22502
H 5.36863 -2.27244 -4.14969
C -0.88957 3.32137 -4.58029
Br 1.05181 3.19870 -4.59890
Br -1.56315 3.87696 -2.84197
Br -1.55684 4.45695 -6.01183
H -1.27545 2.31348 -4.76548
C 8.92969 1.83412 -0.62301
Br 9.23309 1.74219 1.29633
Br 7.46260 3.03175 -1.06741
Br 10.55418 2.28896 -1.59165
H 8.63360 0.83136 -0.94834
C 5.44059 -6.05529 -1.95218
Br 7.05111 -6.93993 -1.31347
Br 4.99342 -4.49912 -0.87395
Br 5.55769 -5.61598 -3.84358
H 4.61780 -6.76907 -1.84007
C 3.18038 -9.93722 -1.19308
Br 4.79090 -10.82187 -0.55436
Br 2.73321 -8.38106 -0.11485
Br 3.29748 -9.49791 -3.08448
H 2.35759 -10.65100 -1.08097
C -4.84344 -8.75186 -3.04963
Br -4.54005 -8.84379 -1.13029
Br -6.31054 -7.55423 -3.49403
Br -3.21895 -8.29702 -4.01827
H -5.13953 -9.75461 -3.37496
*
```

Results of the Löwdin charge analysis, in e, for atoms 1 through 99: O -0.157; C -0.525; O -0.387; C -0.100; C -0.268; C -0.280; Ga 0.039; I 0.183; C -0.325; C -0.329; C -0.552; Cl 0.510; C -0.212; B -0.588; O -0.136; O -0.014; H 0.052; H 0.131; H 0.140; H 0.105; H 0.089; H 0.055; H 0.056; H 0.038; H 0.065; H 0.069; H 0.042; H 0.091; H 0.023; H 0.041; H 0.064; H 0.097; H 0.103; C -1.574; Br 0.490; Br 0.505; Br 0.533; H -0.030; C -1.574; Br 0.616; Br 0.549; Br 0.546; H -0.065; C -1.587; Br 0.528; Br 0.550; Br 0.541; H -0.026; C -1.564; Br 0.571; Br 0.603; Br 0.614; H -0.028; C -1.563; Br 0.546; Br 0.543; Br 0.569; H -0.036; C -1.572; Br 0.512; Br 0.525; Br 0.727; H -0.028; C -1.488; Br 1.043; Br 0.540; Br 0.533; H -0.020; C -1.587; Br 0.550; Br 0.538; Br 0.525; H -0.022; C -1.587; Br 0.521; Br 0.526; Br 0.497; H -0.035; C -1.606; Br 0.555; Br 0.527; Br 0.543; H -0.087; C -1.602; Br 0.544; Br 0.547; Br 0.540; H -0.106; C -1.585; Br 0.541; Br 0.524; Br 0.544; H -0.034; C -1.591; Br 0.548; Br 0.536; Br 0.539; H -0.092; C -1.591

---

Record 3
6 unconnected molecules or ions with the total composition C23H32F5INO18P in a non-equilibrium geometry. Source: OMol25; level of theory: ωB97M-V/def2-TZVPD.

Properties
Gap between HOMO and LUMO ... 7.92 eV
SMILES string ... CCCN[C@](O)(OC(=O)I)P(C)CC.O=C1OC[C@@H](F)O1.O=C1OC[C@@H](F)O1.O=C1OC[C@@H](F)O1.O=C1OC[C@@H](F)O1.O=C1OC[C@@H](F)O1
E_HOMO ... -0.294 hartree

Geometry as ORCA input:
```
! wB97M-V def2-TZVPD RIJCOSX def2/J DEFGRID3
* xyz 0 1
C 3.00272 -1.28974 -1.12286
C 2.04111 -0.22224 -0.63981
C 1.05728 0.21655 -1.74071
N 0.23921 1.30087 -1.20610
C -1.12472 1.33425 -1.60699
O -1.33156 0.68358 -2.80501
O -1.50512 2.75597 -1.85216
C -0.47720 3.61598 -1.83442
O 0.15548 3.89993 -2.73989
I -0.06974 4.64685 0.02489
P -2.40056 0.73951 -0.33146
C -1.55966 0.51464 1.29646
C -2.96106 -0.95967 -0.84374
C -1.82475 -2.01729 -1.00400
H 3.66989 -1.56677 -0.31390
H 3.61209 -0.95788 -1.95793
H 2.44884 -2.17622 -1.42478
H 2.57787 0.67545 -0.32249
H 1.45891 -0.55811 0.21742
H 0.50869 -0.67851 -2.01809
H 1.67879 0.59199 -2.54007
H 0.36641 1.45769 -0.21722
H -2.19504 0.95677 -3.13908
H -0.55066 0.11929 1.22655
H -1.46960 1.50992 1.71661
H -2.19775 -0.03475 1.96628
H -3.64783 -1.30994 -0.08475
H -3.45953 -0.83274 -1.79414
H -1.81121 -2.36391 -2.03185
H -0.85950 -1.66313 -0.65922
H -2.05046 -2.89392 -0.40316
C -2.05147 4.15279 5.25892
C -1.03876 3.50647 4.34851
O -1.67980 2.30749 3.97131
C -3.02883 2.54926 4.01379
O -3.84916 1.86026 3.51681
O -3.28612 3.69488 4.70065
F 0.10737 3.19675 5.01019
H -1.96215 3.79865 6.28727
H -1.99646 5.23870 5.25123
H -0.79654 4.08846 3.45644
C 2.75442 2.49921 -4.78350
C 2.94630 2.58553 -6.27649
O 3.77578 1.46474 -6.54911
C 3.50084 0.53394 -5.59408
O 3.80077 -0.61232 -5.65343
O 2.81528 1.08254 -4.56381
F 3.59844 3.71582 -6.63491
H 3.55973 2.98698 -4.23303
H 1.80225 2.90734 -4.45205
H 2.02526 2.50142 -6.85611
C -2.93770 -4.04116 3.33516
C -1.72373 -4.61211 2.64644
O -1.04344 -3.44791 2.20903
C -1.36396 -2.45173 3.08571
O -0.78321 -1.42311 3.17488
O -2.43679 -2.79880 3.83980
F -2.06308 -5.35724 1.56835
H -3.75201 -3.84819 2.63511
H -3.30424 -4.67117 4.14164
H -1.06652 -5.19427 3.29481
C 1.66956 0.88018 6.31604
C 2.50281 -0.37397 6.27429
O 2.46175 -0.81719 7.61893
C 1.27739 -0.37640 8.14376
O 0.79668 -0.77612 9.14755
O 0.72608 0.57844 7.34824
F 3.78941 -0.11076 5.93437
H 2.25607 1.75420 6.60380
H 1.16758 1.08452 5.37523
H 2.11049 -1.15558 5.62121
C 0.90100 -2.25694 -6.26261
C -0.29214 -1.33769 -6.22799
O -1.37638 -2.23981 -6.10749
C -0.89871 -3.34327 -5.45295
O -1.57824 -4.17372 -4.95459
O 0.45934 -3.34651 -5.44494
F -0.42285 -0.64005 -7.38653
H 1.11427 -2.62028 -7.26910
H 1.79580 -1.79509 -5.85546
H -0.30364 -0.64162 -5.38570
*
```

The molecule's Löwdin atomic charges, reported in e, are given here: C -0.093; C -0.243; C -0.194; N 0.012; C -0.674; O 0.015; O -0.094; C -0.973; O 0.082; I 0.814; P 1.038; C -0.274; C -0.384; C -0.123; H 0.071; H 0.072; H 0.077; H 0.114; H 0.095; H 0.104; H 0.098; H 0.078; H 0.120; H 0.021; H 0.010; H 0.031; H 0.060; H 0.052; H 0.063; H 0.045; H 0.050; C -0.049; C -0.311; O 0.103; C -0.535; O 0.190; O 0.079; F 0.066; H 0.147; H 0.141; H 0.147; C -0.039; C -0.307; O 0.141; C -0.549; O 0.167; O 0.047; F 0.082; H 0.151; H 0.126; H 0.176; C -0.048; C -0.314; O 0.124; C -0.543; O 0.154; O 0.080; F 0.079; H 0.146; H 0.142; H 0.175; C -0.064; C -0.313; O 0.131; C -0.544; O 0.184; O 0.073; F 0.074; H 0.146; H 0.124; H 0.173; C -0.046; C -0.314; O 0.129; C -0.547; O 0.179; O 0.077; F 0.070; H 0.150; H 0.114; H 0.166

---

no.,total energy (Ha)
1,-1175.4768
2,-119734.4844
3,-3443.0977